Computed, not measured: 2 unconnected molecules or ions with the total composition C25H9BF12N3O6S in a non-equilibrium geometry, with ωB97M-V/def2-TZVPD.

```
57
C25H9BF12N3O6S, DFT ωB97M-V/def2-TZVPD
F 0.51 4.86 -3.60
C 0.32 3.59 -3.10
C -0.87 2.93 -3.37
C -1.00 1.64 -2.90
F -2.17 0.97 -3.24
C 0.01 0.96 -2.19
B -0.13 -0.55 -1.98
C -1.47 -1.28 -1.81
C -2.39 -1.32 -0.75
F -2.15 -0.52 0.32
C -3.56 -2.09 -0.75
C -3.93 -2.61 -1.99
F -5.21 -3.09 -2.16
C -3.08 -2.61 -3.10
C -1.86 -1.98 -2.95
F -0.98 -1.98 -4.00
C 1.14 -1.40 -2.07
C 1.44 -2.42 -1.16
F 0.53 -2.62 -0.15
C 2.55 -3.22 -1.25
C 3.30 -3.12 -2.43
F 4.35 -3.99 -2.61
C 3.02 -2.19 -3.43
C 1.97 -1.32 -3.21
F 1.71 -0.35 -4.15
H -0.10 -0.16 1.78
C 1.15 1.73 -1.88
F 2.10 1.15 -1.09
C 1.34 3.03 -2.31
H -1.67 3.39 -3.95
H -4.15 -2.16 0.15
H -3.36 -3.05 -4.04
H 2.79 -3.92 -0.46
H 3.62 -2.13 -4.35
H 2.23 3.57 -2.06
O 3.15 2.19 1.99
S 2.64 0.97 2.57
O 2.80 -0.32 1.94
C 3.29 0.89 4.34
F 4.64 0.88 4.36
F 2.84 1.98 5.02
F 2.83 -0.23 4.94
C 0.90 1.05 3.02
C 0.15 -0.23 2.81
C -1.17 -0.24 3.49
N -2.03 -1.30 3.52
O -1.95 -2.50 3.38
O -3.34 -0.66 3.76
N -3.20 0.70 3.80
C -1.88 0.94 3.62
C -1.23 2.20 3.45
N -1.83 3.53 3.66
O -3.04 3.65 3.95
O -1.06 4.52 3.57
C 0.16 2.21 3.12
H 0.69 -1.17 2.97
H 0.63 3.17 2.93
```

ΔE to the lowest compared entry with this formula, charge and spin ... 43.69 kJ/mol
Total charge ... -1
Max |F| ... 4.019 eV Å⁻¹
HOMO ... -4.55 eV
Kohn-Sham gap ... 5.8 eV
DFT total energy ... -86941.58881 eV